1.
Entry from OMol25: 2 unconnected molecules or ions with the total composition C3H8INOP2 (the ωB97M-V functional and the def2-TZVPD basis).

Output
* HOMO-LUMO gap: 9.2706 eV
* energy relative to the best compared isomer or geometry (same formula, charge and spin): 1.187 eV
* E_LUMO: 0.07 eV
* 2S+1: 1
* energy: -1229.43374 hartree
* highest occupied orbital energy: -9.20 eV

```
16
Properties=species:S:1:pos:R:3:forces:R:3
C -1.7533 0.1986 -1.4513 -0.586 -1.132 0.928
C -0.2480 0.2592 -1.4619 1.930 2.637 -1.324
P 0.3394 -0.2291 0.2482 -0.288 0.748 -2.232
O 1.7576 -0.3156 0.6172 1.359 0.228 0.332
P -0.8400 1.0870 1.4551 -1.236 0.770 -1.104
C 0.0013 0.6144 2.7566 0.708 0.247 1.445
N 0.5831 0.5388 3.8015 -0.122 -0.598 0.658
H -2.2077 0.6521 -2.4101 0.485 -1.587 1.401
H -1.9089 -0.9431 -1.0784 -0.923 2.562 -1.549
H -2.1054 0.8636 -0.6233 -0.146 -0.667 -0.742
H 0.0520 1.3774 -1.5286 -0.233 -1.516 0.056
H 0.1983 -0.1681 -2.4499 -0.426 0.112 2.257
H -0.1900 -1.4472 0.2666 -1.158 -1.933 0.338
H 0.2355 -0.0915 4.5314 0.360 0.146 -0.213
I 3.4313 -1.2652 -2.0406 0.333 -0.210 -0.584
H 2.6550 -1.1313 -0.6326 -0.057 0.193 0.333
```
Positions in Å, forces in eV/Å.


2.
Entry from OMol25: a single C3H8INOS molecule (the ωB97M-V functional and the def2-TZVPD basis).

Output
* HOMO-LUMO gap: 9.7784 eV
* energy relative to the best compared isomer or geometry (same formula, charge and spin): 0.629 eV
* E_LUMO: 0.37 eV
* 2S+1: 1
* energy: -944.92647 hartree
* highest occupied orbital energy: -9.41 eV

```
15
Properties=species:S:1:pos:R:3:forces:R:3
C 0.5706 -0.3225 -1.5200 -1.650 -0.739 1.102
C 0.3868 -0.9479 1.0269 1.034 -0.245 1.854
C 0.9603 -0.0262 -0.0798 1.578 -0.609 0.579
N -0.8225 1.6056 0.7632 1.962 1.448 1.902
O 1.3663 2.5474 -0.6011 -0.931 -0.803 1.573
S 0.9417 1.6848 0.5581 -1.555 0.690 -1.978
I 3.1527 -0.1043 -0.0360 0.435 -0.663 0.022
H -0.5058 -0.5496 -1.4740 0.066 0.141 -0.351
H 0.7488 0.3985 -2.2703 0.285 1.426 -0.277
H 1.0369 -1.2058 -1.9225 0.315 -0.576 0.384
H 0.9760 -1.9567 1.1118 -1.382 1.782 -0.476
H 0.5945 -0.4122 2.0833 -0.626 -1.209 -2.329
H -0.7323 -1.0741 0.9038 1.407 0.017 0.168
H -1.0967 2.5372 1.0821 0.045 -0.203 0.298
H -1.2483 1.5382 -0.1028 -0.982 -0.458 -2.470
```
Positions in Å, forces in eV/Å.


3.
Entry from OMol25: a molecular structure, C3H8IO6P3S (the ωB97M-V functional and the def2-TZVPD basis).

Output
* HOMO-LUMO gap: 9.0766 eV
* E_LUMO: 0.07 eV
* 2S+1: 1
* energy: -2290.65299 hartree
* highest occupied orbital energy: -9.01 eV

```
22
Properties=species:S:1:pos:R:3:forces:R:3
C -1.2615 2.5590 -1.1812 1.476 -0.917 0.341
P -1.2341 1.8431 0.5255 -2.043 1.236 0.428
O 0.0316 2.6686 1.1903 -0.168 -0.483 -0.781
O -0.7637 0.2243 0.1845 1.142 0.071 0.172
P -0.2041 -0.5788 1.4532 -0.542 -1.272 0.279
O -0.2585 0.1229 2.7052 0.091 1.044 1.066
O 1.2620 -1.1018 1.0400 -1.061 0.672 -0.940
C 1.9269 -0.2519 0.0992 1.074 0.374 0.175
C 1.7373 -0.7148 -1.3496 0.624 3.209 1.251
O 1.4871 -1.7848 -1.6436 -1.059 -3.896 -1.044
I 2.0061 0.7255 -2.9691 0.188 0.281 0.312
O -1.1382 -1.9077 1.5931 0.710 0.320 -2.106
P -1.1172 -2.9853 0.3119 0.393 -1.650 0.626
S 0.3118 -4.2686 0.3572 -0.172 0.279 -0.106
H -2.1963 2.3374 -1.6932 0.031 0.033 0.144
H -1.0489 3.6282 -1.1218 -0.319 -0.071 0.152
H -0.4144 2.1100 -1.7220 -0.315 0.151 -0.206
H -0.2539 2.8442 2.0994 0.382 -0.246 0.001
H 2.9973 -0.3587 0.3170 -0.120 -0.037 -0.176
H 1.7039 0.8094 0.2347 -0.170 -0.153 -0.098
H -2.3395 -3.6787 0.4528 -0.048 0.806 0.072
H -1.2335 -2.2417 -0.8834 -0.096 0.247 0.439
```
Positions in Å, forces in eV/Å.


4.
Entry from OMol25: 2 unconnected molecules or ions with the total composition C3H8N2 (the ωB97M-V functional and the def2-TZVPD basis).

Output
* HOMO-LUMO gap (alpha / beta): 3.2981 / 6.0579 eV
* energy relative to the best compared isomer or geometry (same formula, charge and spin): 2.577 eV
* E_LUMO (alpha / beta): 3.85 / 3.84 eV
* 2S+1: 2
* <S²>: 0.75
* charge: -1
* energy: -228.45411 hartree
* highest occupied orbital energy (alpha / beta): 0.56 / -2.22 eV

```
13
Properties=species:S:1:pos:R:3:forces:R:3
C 3.1230 -0.1106 -0.2108 -1.108 -1.428 -0.781
N 1.9521 0.3396 -0.4699 1.422 0.766 1.974
H 4.0560 0.5155 -0.3544 -0.927 -1.005 -0.280
H 3.1315 -1.2593 -0.0137 1.003 1.872 0.563
H 1.2660 -0.2174 0.0833 -0.541 -0.025 -1.646
C -1.8982 0.2269 1.3060 1.419 0.468 0.466
C -1.7793 -0.3336 -0.9779 -1.530 -1.066 -2.385
N -1.1961 0.0570 0.0741 3.196 0.037 3.731
H -1.0983 0.2529 2.1443 -1.408 0.677 -0.914
H -2.5241 -0.6247 1.5891 -0.402 -0.569 -0.192
H -2.5732 1.0982 1.2523 0.045 0.252 0.644
H -1.4367 -1.2388 -1.4899 0.076 0.078 -0.621
H -2.7863 0.0006 -1.1452 -1.245 -0.057 -0.559
```
Positions in Å, forces in eV/Å.


5.
Entry from OMol25: a single C3H8N2 molecule (the ωB97M-V functional and the def2-TZVPD basis).

Output
* HOMO-LUMO gap: 9.2001 eV
* energy relative to the best compared isomer or geometry (same formula, charge and spin): 3.332 eV
* E_LUMO: 1.03 eV
* 2S+1: 1
* energy: -228.52619 hartree
* highest occupied orbital energy: -8.17 eV

```
13
Properties=species:S:1:pos:R:3:forces:R:3
C 0.0167 1.8766 0.3760 -2.860 -1.714 0.261
N -0.6889 0.7543 0.3716 1.870 1.929 -0.550
N -0.1250 -0.3330 -0.2204 -0.723 -0.261 1.049
C 1.2820 -0.3705 -0.5371 0.192 -0.030 -2.107
C -0.8033 -1.6029 0.1490 2.043 -1.440 -3.981
H 0.9855 1.9264 -0.0508 0.798 0.287 -0.275
H -0.5381 2.7804 0.6843 0.599 -0.673 0.041
H 1.5291 -1.3716 -0.9388 -0.188 0.424 0.479
H 1.9094 -0.1582 0.3210 0.311 0.248 0.212
H 1.5509 0.2989 -1.4369 -0.451 -0.523 1.549
H -1.5669 -1.8242 -0.7340 1.274 0.130 2.201
H 0.0936 -2.4087 0.0499 -2.529 1.492 0.510
H -1.2388 -1.6115 1.1200 -0.335 0.131 0.611
```
Positions in Å, forces in eV/Å.


6.
Entry from OMol25: 2 unconnected molecules or ions with the total composition C3H8N2 (the ωB97M-V functional and the def2-TZVPD basis).

Output
* HOMO-LUMO gap: 11.0294 eV
* energy relative to the best compared isomer or geometry (same formula, charge and spin): 3.464 eV
* E_LUMO: 1.08 eV
* 2S+1: 1
* energy: -228.52135 hartree
* highest occupied orbital energy: -9.94 eV

```
13
Properties=species:S:1:pos:R:3:forces:R:3
H -1.0812 1.0207 -0.3415 0.151 -0.354 -0.144
N -0.2061 1.5285 -0.2302 -0.639 1.726 0.390
C 0.1478 1.4825 0.9894 1.986 -3.036 -1.145
N 1.3326 2.1289 1.4702 -2.308 1.206 0.109
H -0.1738 0.5738 1.5124 -0.384 0.705 1.007
H 1.2016 3.0480 1.0514 1.089 0.026 0.049
H 2.2107 1.7056 1.2330 0.100 -0.260 -0.254
C -0.0070 -1.9449 -0.6273 0.865 -0.311 0.233
C -1.2391 -1.8128 -1.1135 0.451 -0.446 -1.497
H 0.5208 -2.8774 -0.4143 -1.085 -0.288 0.725
H 0.7285 -1.1631 -0.4466 -0.460 0.531 -0.870
H -1.9607 -2.6161 -1.2008 0.376 -0.481 0.254
H -1.4740 -1.0737 -1.8822 -0.144 0.982 1.144
```
Positions in Å, forces in eV/Å.


7.
Entry from OMol25: a single C3H8N2 molecule (the ωB97M-V functional and the def2-TZVPD basis).

Output
* HOMO-LUMO gap: 10.4452 eV
* energy relative to the best compared isomer or geometry (same formula, charge and spin): 2.380 eV
* E_LUMO: 0.89 eV
* 2S+1: 1
* energy: -228.56121 hartree
* highest occupied orbital energy: -9.56 eV

```
13
Properties=species:S:1:pos:R:3:forces:R:3
H -0.8919 -1.7606 -0.8513 0.260 0.125 -0.012
N 0.1226 -1.5832 -0.8418 -0.254 0.719 0.314
C 0.3297 -0.4540 -0.3222 4.716 1.442 0.471
C 1.8889 0.1795 -0.1578 -1.746 -2.047 -0.909
C -0.4915 0.5824 0.2878 -5.432 -2.227 -0.346
N -2.0071 -0.0659 0.1197 1.798 1.773 0.555
H 2.2699 0.2549 -1.1775 0.232 -0.057 0.158
H 1.9788 1.1488 0.3333 -0.491 -0.088 0.008
H 2.4468 -0.5665 0.4095 0.180 0.098 -0.171
H -0.4812 1.5129 -0.2754 0.137 0.003 0.173
H -0.3142 0.6959 1.3552 0.396 0.263 -0.149
H -2.1780 -0.6492 0.9399 0.099 0.222 -0.127
H -2.6729 0.7050 0.1807 0.106 -0.226 0.035
```
Positions in Å, forces in eV/Å.


8.
Entry from OMol25: a single C3H8N2 molecule (the ωB97M-V functional and the def2-TZVPD basis).

Output
* HOMO-LUMO gap: 9.9036 eV
* energy relative to the best compared isomer or geometry (same formula, charge and spin): 2.152 eV
* E_LUMO: 1.00 eV
* 2S+1: 1
* energy: -228.56957 hartree
* highest occupied orbital energy: -8.91 eV

```
13
Properties=species:S:1:pos:R:3:forces:R:3
H -2.6288 0.9654 -0.8278 -0.639 -1.512 2.020
N -2.8049 0.3468 0.0772 3.031 0.615 -1.639
C -1.6628 -0.2596 0.3269 -2.554 -1.227 2.028
N -0.5717 -0.3964 -0.4670 -0.792 0.840 -2.082
C 0.7855 -0.6496 -0.0723 0.326 -1.461 1.463
C 1.5823 0.5923 0.1595 0.940 2.935 0.865
H -1.6540 -0.9574 1.3073 0.228 1.752 -2.110
H -0.7213 0.0611 -1.4100 0.585 -0.723 1.598
H 1.2989 -1.3337 -0.7891 -0.545 0.549 0.286
H 0.8201 -1.2145 0.9497 -0.459 0.755 -1.846
H 1.3319 1.0709 1.2054 0.387 -0.771 -2.124
H 1.5861 1.4483 -0.6352 -0.661 -1.664 1.192
H 2.6385 0.3265 0.1752 0.153 -0.088 0.350
```
Positions in Å, forces in eV/Å.


> What is the 2S+1 in the third record?

1


> Look up the 2S+1 of the second one.

1


> Which formula does entry 6 have?

C3H8N2